21
Properties=species:S:1:pos:R:3:forces:R:3:lowdin_charge:R:1 method="wB97M-V/def2-TZVPD" charge=0 smiles="C=C(C)C.C=O.C" e_above_lowest_kcal_mol=39.6
C -0.86781 0.43951 1.69940 -0.057 0.055 -0.302 0.02
C -1.32279 0.52647 0.44466 0.193 -0.003 0.162 -0.45
C -1.71285 1.84161 -0.18208 -0.032 0.013 0.039 -0.08
C -1.43873 -0.67676 -0.45337 0.014 -0.042 -0.006 -0.07
H -0.57003 -0.51880 2.12365 -0.085 0.200 -0.049 0.06
H -0.78165 1.32444 2.33032 -0.021 -0.204 -0.108 0.06
H -1.53372 2.68265 0.49796 -0.055 -0.164 -0.133 0.08
H -2.77684 1.83591 -0.45082 0.156 0.007 0.011 0.08
H -1.14628 2.00715 -1.11161 -0.139 -0.061 0.222 0.08
H -1.03230 -1.57747 0.02083 -0.135 0.184 -0.083 0.07
H -0.89099 -0.50504 -1.39118 -0.099 -0.021 0.198 0.08
H -2.48949 -0.85955 -0.71812 0.191 0.036 0.038 0.08
C 1.51811 1.21658 -0.27413 -0.275 -0.190 -0.278 -0.16
O 1.41784 0.80741 -1.40620 0.124 0.315 0.536 -0.03
H 1.14714 2.22348 0.01402 0.187 -0.205 -0.054 0.09
H 1.94428 0.59358 0.54010 0.018 0.173 -0.211 0.08
C 2.11832 -2.27107 -0.33036 -0.080 0.002 -0.067 -0.04
H 3.04686 -2.74513 0.00494 -0.215 0.147 -0.067 0.02
H 2.31159 -1.31703 -0.82694 0.067 -0.188 0.129 0.00
H 1.61247 -2.91809 -1.04919 0.079 -0.028 0.082 0.02
H 1.44688 -2.10985 0.51814 0.163 -0.024 -0.061 0.01


24
Properties=species:S:1:pos:R:3:forces:R:3:lowdin_charge:R:1 method="wB97M-V/def2-TZVPD" charge=0 smiles="CCCCC[PH2]=C(O)O" e_above_lowest_kcal_mol=165.8
C -1.94038 -2.46562 -1.13263 0.024 2.137 -2.929 -0.11
C -1.68152 -1.01811 -1.53825 1.714 1.530 -0.788 -0.26
C -0.86732 -0.42445 -0.37901 0.584 1.329 3.780 -0.23
C -0.99361 1.21400 -0.20393 -2.748 -2.667 2.013 -0.30
C -0.37258 1.92590 0.99134 -0.545 -0.570 1.223 -0.42
P 1.47189 1.45975 0.92949 -1.307 1.982 1.666 0.91
C 2.98568 0.41861 1.01548 -0.020 -0.552 -0.004 -0.65
O 3.09196 0.02299 2.29007 0.975 -0.374 1.496 -0.07
O 3.09152 -0.64774 0.20674 0.529 -0.161 -3.528 -0.06
H -2.12726 -3.01620 -1.98802 -0.308 -1.424 -1.900 0.05
H -1.07910 -2.80660 -0.72301 2.600 -1.302 1.350 0.04
H -2.72819 -2.67830 -0.52498 -2.263 0.151 2.092 0.05
H -1.03359 -0.84539 -2.50931 -1.112 -1.029 1.650 0.14
H -2.54569 -0.36899 -1.78203 0.039 -0.608 0.588 0.10
H 0.25843 -0.57043 -0.34118 -1.143 -0.372 -0.888 0.08
H -1.13431 -1.04087 0.64477 0.169 1.875 -2.189 0.15
H -2.08879 1.47832 -0.10408 0.975 -0.385 -0.906 0.11
H -0.55418 1.54130 -1.07732 0.550 1.233 -2.132 0.05
H -0.68408 3.00458 0.95551 0.795 -0.686 -0.119 0.08
H -0.85272 1.55510 1.95639 0.709 0.196 -1.069 0.08
H 1.68702 2.10019 -0.22617 0.406 0.608 -1.665 -0.03
H 2.06020 2.39780 1.82305 -0.508 -0.302 -0.095 0.01
H 2.87412 -0.90274 2.50125 0.046 0.204 -0.629 0.12
H 3.16249 -0.33311 -0.78419 -0.159 -0.814 2.985 0.16


18
Properties=species:S:1:pos:R:3:forces:R:3:lowdin_charge:R:1 method="wB97M-V/def2-TZVPD" charge=-1 e_above_lowest_kcal_mol=66.7
C -1.02623 -0.64105 -0.71922 -0.299 -0.940 -2.064 -0.17
N 0.29147 -0.19702 -1.20452 0.910 -0.390 1.619 -0.10
C 0.70280 1.07051 -0.52488 1.039 -1.996 0.459 -0.42
C 2.18901 1.30756 -0.66305 1.140 2.214 -2.166 -0.74
S 3.02494 0.41733 0.61776 0.195 -0.549 0.550 0.39
C 0.70523 0.94928 1.08028 -1.380 1.246 -0.736 -0.46
O 0.04128 0.15973 1.73784 0.106 -0.119 -0.102 -0.09
H -1.18816 -1.20416 0.20877 0.769 0.495 -0.012 0.04
H -1.40740 -1.30839 -1.53462 -0.091 0.416 0.517 0.07
H -1.63115 0.25344 -0.72798 -0.540 0.152 0.236 0.07
H 1.01644 -0.90030 -0.97517 -0.533 0.436 -0.039 0.09
H 0.17997 1.78767 -1.14807 -0.754 0.918 0.967 0.12
H 2.42889 2.48758 -0.59814 -0.643 -2.406 -0.231 0.09
H 2.51766 0.95904 -1.68956 -0.214 0.639 0.857 0.06
H 1.01265 1.91770 1.52215 0.253 -0.138 0.074 0.08
H -2.25428 -2.07439 1.66886 0.303 -0.313 0.383 0.01
H -3.63058 -2.26495 1.18821 0.332 -0.744 0.589 0.05
O -2.97252 -2.71958 1.76135 -0.595 1.081 -0.900 -0.08


128
Properties=species:S:1:pos:R:3:forces:R:3:lowdin_charge:R:1 method="wB97M-V/def2-TZVPD" charge=0 smiles="[H]/N=C(/C)CC1=C(CCC(C)C)C(=O)C(CCCCCCCCOC)=C(C=C)C1=O.O=C1OCCO1.O=C1OCCO1.O=C1OCCO1.O=C1OCCO1.O=C1OCCO1.O=C1OCCO1"
H -0.57224 4.82347 2.51816 0.082 -0.048 0.056 0.04
N -0.24026 5.77696 2.65705 -0.025 0.051 -0.119 0.15
C 0.48402 6.14687 1.68659 0.050 0.037 -0.012 -0.40
C 1.07519 7.53145 1.72375 -0.505 0.132 0.154 -0.04
C 0.78522 5.28893 0.44930 -0.307 0.051 0.573 -0.07
C 1.90926 4.31467 0.66508 0.165 -0.044 -0.004 -0.08
C 3.17384 4.46849 0.26584 0.010 0.403 0.063 -0.10
C 3.73756 5.60848 -0.52478 0.406 -0.196 -0.150 -0.10
C 4.04569 5.13732 -1.97526 -0.293 0.094 0.131 -0.16
C 3.47911 6.01846 -3.08547 0.014 -0.285 -0.708 -0.42
C 3.79502 5.33694 -4.43320 -0.406 -0.151 0.294 -0.09
C 1.95652 6.19643 -2.99219 0.012 0.110 -0.018 -0.08
C 4.15183 3.39584 0.64690 -0.291 -0.099 -0.179 -0.29
O 5.27225 3.66737 1.00213 0.381 0.047 -0.158 0.14
C 3.65006 1.98621 0.57119 -0.098 0.032 -0.106 -0.09
C 4.61567 0.92870 0.13675 0.509 0.053 0.082 -0.12
C 4.47480 0.37625 -1.30216 0.293 -0.390 0.180 -0.16
C 3.96054 -1.08375 -1.40007 0.336 0.489 -0.124 -0.20
C 5.11631 -2.07530 -1.62484 -0.381 -0.543 0.365 -0.21
C 4.69947 -3.37601 -2.31791 -0.301 0.038 -0.171 -0.21
C 4.40245 -3.20781 -3.81982 0.516 0.327 0.039 -0.20
C 5.66724 -3.49617 -4.65701 -1.019 0.091 -0.102 -0.18
C 5.36182 -3.79953 -6.11812 0.489 -0.326 0.176 -0.24
O 4.68386 -5.04142 -6.20412 -0.350 0.221 0.281 -0.19
C 3.48735 -5.02401 -6.96247 0.306 -0.286 -0.133 -0.11
C 2.37483 1.82713 0.92527 0.762 -0.787 -0.270 -0.10
C 1.52159 0.61392 0.93921 -0.115 -0.355 -0.841 -0.10
C 0.61245 0.45560 -0.06603 0.225 0.054 0.264 0.05
C 1.61625 3.04275 1.40342 0.133 0.015 -0.345 -0.28
O 0.81425 2.97020 2.30216 -0.331 -0.043 0.008 0.12
H 0.47648 8.11141 2.42229 0.150 0.006 0.043 0.07
H 2.10189 7.53660 2.09420 0.064 -0.060 -0.225 0.08
H 1.01169 8.04122 0.75974 0.237 -0.165 -0.064 0.08
H 0.99433 5.96817 -0.37417 0.058 -0.220 -0.101 0.08
H -0.12208 4.72094 0.22450 0.040 0.044 -0.107 0.13
H 3.06981 6.46867 -0.50806 0.034 -0.017 -0.044 0.10
H 4.69100 5.89596 -0.07671 -0.167 0.153 0.171 0.12
H 3.61144 4.13926 -2.12370 0.012 0.029 -0.007 0.12
H 5.12190 5.01771 -2.11872 -0.017 0.063 0.079 0.12
H 3.95722 7.00274 -3.10730 0.045 -0.041 0.286 0.14
H 3.67470 6.03618 -5.26119 0.219 -0.028 -0.027 0.08
H 3.06299 4.53787 -4.59662 0.100 -0.043 0.008 0.08
H 4.77966 4.86748 -4.43241 0.090 0.239 -0.176 0.07
H 1.53034 6.27591 -3.99431 -0.007 0.100 0.033 0.08
H 1.49013 5.32468 -2.52329 0.030 0.037 -0.001 0.08
H 1.65698 7.09678 -2.45095 0.024 -0.112 0.120 0.07
H 5.60748 1.38137 0.20740 -0.059 0.005 0.172 0.11
H 4.62359 0.10236 0.85476 -0.160 -0.012 -0.073 0.13
H 5.49355 0.34866 -1.69519 -0.090 0.208 -0.187 0.10
H 3.91738 1.05393 -1.95206 -0.140 0.016 0.174 0.11
H 3.48459 -1.36141 -0.45663 -0.343 0.039 -0.205 0.10
H 3.22445 -1.13643 -2.20597 -0.012 -0.211 0.071 0.10
H 5.94747 -1.61408 -2.16400 -0.039 0.021 -0.022 0.11
H 5.46907 -2.36875 -0.62968 0.356 0.222 -0.101 0.11
H 5.50007 -4.11284 -2.20984 -0.042 0.004 0.070 0.10
H 3.83338 -3.79699 -1.79615 0.002 0.087 -0.012 0.11
H 4.15212 -2.15744 -4.01567 -0.266 -0.087 0.038 0.10
H 3.54700 -3.80174 -4.14384 0.161 -0.202 0.006 0.11
H 6.28243 -2.59419 -4.59567 0.408 -0.308 -0.008 0.11
H 6.17168 -4.37404 -4.24982 0.244 0.161 0.017 0.11
H 6.32091 -3.92355 -6.63553 -0.107 0.264 -0.218 0.12
H 4.78740 -2.99349 -6.58667 -0.001 -0.033 -0.024 0.12
H 3.72317 -5.08259 -8.03057 -0.192 0.130 -0.023 0.09
H 2.87398 -4.14115 -6.76788 0.106 0.046 0.031 0.07
H 2.91605 -5.91124 -6.69398 0.029 0.029 -0.007 0.09
H 1.58236 -0.12410 1.73770 -0.935 1.006 0.980 0.11
H 0.91915 0.45899 -1.11246 -0.156 1.703 0.007 0.06
H -0.45534 0.41241 0.14381 0.235 -1.876 -0.033 0.05
O -3.87847 0.30598 -0.22225 0.024 -0.042 0.021 0.16
C -3.53794 -0.03305 0.86651 -0.071 0.077 -0.140 -0.58
O -4.34936 -0.56359 1.80122 0.056 -0.030 0.056 0.07
C -3.53898 -1.04465 2.88842 0.121 0.079 0.058 -0.10
C -2.28657 -0.20389 2.74123 0.027 -0.014 0.129 -0.10
O -2.26989 0.07069 1.33247 -0.107 -0.025 0.170 0.02
H -4.04564 -0.90612 3.83640 -0.149 0.031 -0.079 0.11
H -3.35032 -2.10708 2.74043 0.001 -0.007 -0.033 0.12
H -2.34614 0.74200 3.28104 -0.032 0.018 -0.026 0.14
H -1.37929 -0.72353 3.03699 0.052 -0.008 -0.167 0.13
O -4.82921 -2.38702 5.48121 -0.012 -0.050 0.003 0.14
C -4.90141 -3.53711 5.17161 -0.116 0.054 0.056 -0.57
O -5.51749 -4.48277 5.90327 0.063 -0.085 0.032 0.06
C -5.60762 -5.67801 5.11043 -0.080 -0.171 -0.072 -0.09
C -4.47103 -5.49325 4.12924 0.007 -0.250 -0.040 -0.09
O -4.38124 -4.06216 4.04132 0.011 -0.013 0.048 0.05
H -5.50217 -6.55936 5.73669 0.068 0.112 0.142 0.14
H -6.57891 -5.70209 4.61843 0.006 0.037 -0.023 0.11
H -3.52294 -5.88296 4.50091 0.008 0.031 0.007 0.14
H -4.68037 -5.92950 3.15726 0.041 0.161 -0.078 0.12
O 0.75193 -5.11568 -8.09564 -0.059 0.063 -0.024 0.16
C 0.10098 -4.26612 -7.58263 0.041 -0.104 -0.063 -0.57
O -1.18873 -4.40954 -7.20123 -0.035 0.049 0.027 0.06
C -1.55882 -3.27031 -6.42004 -0.047 0.085 0.114 -0.11
C -0.57371 -2.22135 -6.89750 -0.086 0.121 0.033 -0.11
O 0.54713 -3.01762 -7.29462 -0.065 -0.010 0.015 0.05
H -2.59599 -3.00674 -6.60286 -0.030 -0.097 -0.124 0.13
H -1.43245 -3.51229 -5.36349 0.043 0.005 -0.004 0.13
H -0.93768 -1.67110 -7.76664 -0.017 -0.030 -0.014 0.13
H -0.28388 -1.51599 -6.12348 0.149 -0.072 0.006 0.13
O 1.73507 11.44031 4.00321 0.003 -0.017 0.014 0.17
C 1.85565 10.46347 4.66598 0.010 0.028 -0.016 -0.57
O 2.23134 10.45251 5.96852 -0.005 -0.036 -0.008 0.06
C 2.04131 9.12974 6.47977 -0.017 -0.110 0.075 -0.12
C 2.10152 8.28564 5.22199 -0.011 -0.197 0.083 -0.12
O 1.63855 9.20027 4.22526 0.069 0.155 0.143 0.02
H 2.81631 8.88669 7.20156 0.074 0.145 -0.034 0.13
H 1.06685 9.07977 6.96827 -0.018 -0.008 -0.034 0.13
H 3.11860 7.97780 4.97166 0.020 0.046 0.019 0.13
H 1.46065 7.40790 5.25578 -0.101 0.070 -0.139 0.13
O -9.05817 -5.84520 4.23073 0.025 0.004 0.021 0.15
C -9.15255 -4.94220 5.00153 -0.030 -0.022 -0.044 -0.58
O -10.12373 -4.81479 5.92959 0.021 0.026 0.005 0.07
C -9.76274 -3.74256 6.81119 0.020 0.104 0.108 -0.10
C -8.83043 -2.91653 5.94702 0.007 0.178 0.146 -0.10
O -8.28793 -3.90627 5.06672 -0.064 0.014 -0.076 0.04
H -10.64809 -3.20184 7.13317 -0.098 -0.099 -0.110 0.13
H -9.26059 -4.16242 7.68382 0.034 -0.013 -0.025 0.13
H -9.35976 -2.17124 5.35177 -0.030 -0.034 -0.018 0.14
H -8.03485 -2.43012 6.50491 0.130 -0.126 -0.079 0.14
O -3.68824 -8.22677 1.50736 -0.019 0.049 0.011 0.16
C -4.73595 -8.04729 0.97630 0.095 -0.003 0.078 -0.58
O -4.90809 -7.84183 -0.34773 -0.095 -0.020 0.019 0.06
C -6.31193 -7.88797 -0.63005 -0.146 -0.005 -0.045 -0.11
C -6.92300 -7.53767 0.71408 -0.119 0.055 -0.095 -0.11
O -5.92458 -8.00839 1.62757 -0.009 0.051 -0.044 0.05
H -6.56323 -7.18184 -1.41636 0.158 0.057 0.003 0.13
H -6.56996 -8.89636 -0.95683 0.006 -0.014 0.037 0.13
H -7.04581 -6.46218 0.85085 0.026 0.006 -0.009 0.13
H -7.87240 -8.03015 0.90298 0.073 -0.092 0.118 0.13


Number 1: HOMO-LUMO gap 10.42 eV, calculated total energy -8495.1765 eV. Number 2: HOMO-LUMO gap 7.41 eV, calculated total energy -19844.1723 eV. Number 3: HOMO-LUMO gap 6.70 eV, calculated total energy -20730.0470 eV. Number 4: HOMO-LUMO gap 7.93 eV, calculated total energy -90096.8998 eV.